A 2-piece molecular cluster, C38H55BrN2O3 overall at a distorted geometry. Source: OMol25; level of theory: wB97M-V/def2-TZVPD.

Values from the calculation:
Molar mass in g/mol: 667.773
Lowest unoccupied orbital energy in Ha: -0.035
HOMO-LUMO gap in eV: 7.67
Highest occupied orbital energy in eV: -8.6117

Cartesian coordinates (Å):
1 Br 0.343 -0.342 5.945
2 O -2.441 0.078 3.352
3 O -1.605 5.463 0.406
4 O -2.984 -0.772 -1.724
5 N -0.014 4.560 1.694
6 N -4.687 -3.982 -4.239
7 C -3.069 -0.999 -0.530
8 C 4.294 4.029 -0.402
9 C 2.788 -4.056 -0.992
10 C -4.208 -0.247 0.229
11 C 0.436 -5.014 -0.207
12 C -5.535 4.718 -1.192
13 C -4.005 0.002 1.544
14 C 6.176 -0.593 -1.542
15 C -6.586 2.408 -1.451
16 C -1.372 -3.041 -0.421
17 C 4.366 -2.332 -2.250
18 C 0.669 4.232 2.931
19 C -4.329 2.601 -0.404
20 C -0.271 -3.537 1.809
21 C -2.725 -0.466 2.307
22 C 5.403 0.501 -0.694
23 C -1.011 -2.465 2.489
24 C -5.443 0.184 -0.607
25 C 4.756 4.391 1.080
26 C -1.630 -3.339 -1.948
27 C -1.916 -1.643 1.679
28 C 1.164 -0.675 3.183
29 C 3.039 -2.533 -1.414
30 C -1.158 5.275 1.529
31 C 1.358 -4.586 -1.419
32 C -0.424 -3.846 0.377
33 C -3.817 -3.086 -3.459
34 C -3.176 -3.731 -2.159
35 C 5.363 3.120 -1.164
36 C -2.094 -1.932 0.229
37 C -1.836 5.814 2.762
38 C 5.650 -2.063 -1.326
39 C -6.650 3.865 -1.637
40 C 0.577 -1.525 4.365
41 C -0.794 -2.263 4.024
42 C -5.443 1.754 -0.818
43 C 4.807 1.699 -1.572
44 C -4.377 4.049 -0.578
45 H 1.141 -5.313 0.625
46 H -0.707 -3.289 4.491
47 H -6.398 -0.147 -0.129
48 H 1.477 -5.489 -2.088
49 H -2.732 6.359 2.469
50 H -0.167 -5.945 -0.412
51 H 3.694 1.722 -1.383
52 H -1.054 -4.259 -2.201
53 H -4.165 -4.654 -4.799
54 H -3.758 -3.440 -1.245
55 H 2.172 -0.294 3.526
56 H -1.171 6.500 3.289
57 H 4.607 0.047 -0.039
58 H 4.555 -3.158 -2.981
59 H -1.386 -2.449 -2.578
60 H -5.572 5.816 -1.357
61 H 3.288 3.541 -0.332
62 H 0.903 -3.796 -2.073
63 H 0.383 4.232 0.826
64 H 5.660 3.697 -2.078
65 H 3.897 4.750 1.704
66 H -3.285 -4.846 -2.259
67 H 0.416 -4.135 2.459
68 H 6.471 -2.796 -1.577
69 H -1.678 -1.791 4.528
70 H 0.155 4.634 3.800
71 H -2.130 4.994 3.419
72 H 7.260 -0.536 -1.243
73 H 4.925 1.518 -2.671
74 H 5.168 3.474 1.583
75 H 3.539 -4.646 -1.597
76 H 1.680 4.640 2.888
77 H 3.044 -1.875 -0.506
78 H -4.791 0.569 2.109
79 H -5.421 -0.252 -1.644
80 H 3.023 -4.219 0.089
81 H -3.519 4.695 -0.264
82 H -5.369 -4.427 -3.628
83 H 4.145 5.023 -0.914
84 H -3.401 2.193 0.064
85 H 1.370 -1.269 2.253
86 H 5.558 5.174 1.005
87 H 2.204 -2.144 -2.068
88 H 1.331 -2.313 4.624
89 H 5.307 -2.264 -0.275
90 H 0.532 0.236 2.987
91 H 6.113 -0.293 -2.618
92 H -4.478 -2.241 -3.103
93 H 6.135 0.980 0.016
94 H 6.271 3.074 -0.504
95 H -3.038 -2.581 -4.100
96 H 0.728 3.145 3.017
97 H -7.421 1.748 -1.792
98 H -7.549 4.295 -2.129
99 H 4.215 -1.385 -2.849

Mulliken atomic charge list, values in e, 5 entries: atom 1 (Br): -0.18, atom 2 (O): -0.57, atom 3 (O): -0.72, atom 4 (O): -0.58, atom 5 (N): -0.07